Density functional theory data (the ωB97M-V functional and the def2-TZVPD basis) for a molecular structure, C31H30Br2F5N3OS3Zr at a distorted geometry.

Last column: Mulliken charge in e.
Element x y z (Å)
Zr  -0.42217  -1.67650  -0.44324  -0.044
C  0.26185  -4.80654  -0.44509  -0.980
N  0.83075  -3.58970  0.19075  0.387
C  0.92088  -3.83686  1.64396  -1.327
C  2.18754  -3.32330  -0.35857  -1.003
C  2.05013  -2.95239  -1.81497  1.193
C  2.99583  -3.33778  -2.75411  -0.992
C  2.80479  -3.01612  -4.08959  -0.700
C  1.66311  -2.32762  -4.47757  -0.995
C  0.72682  -1.94561  -3.52678  -0.225
C  0.90082  -2.23679  -2.16814  1.002
H  0.95390  -5.64203  -0.31218  0.384
H  0.10536  -4.64373  -1.50780  0.363
H  -0.68808  -5.04180  0.02796  0.303
H  1.56917  -4.69472  1.84030  0.490
H  -0.07190  -4.06408  2.03293  0.367
H  1.32826  -2.96378  2.14888  0.242
H  2.83018  -4.19875  -0.21959  0.594
H  2.62200  -2.50905  0.23271  0.256
H  3.86992  -3.90211  -2.45100  0.482
H  3.53302  -3.32025  -4.82934  0.417
H  1.49815  -2.10104  -5.52290  0.487
H  -0.16010  -1.42445  -3.87251  0.432
C  1.60181  5.10050  1.61890  -0.371
C  2.79070  4.34181  2.22461  -0.804
S  2.85971  2.56756  1.83512  -0.041
C  2.20823  1.76734  3.31278  -0.661
C  0.81384  2.21287  3.71172  -1.113
S  -0.35454  2.06260  2.30982  0.640
C  -1.59726  3.35071  2.65970  -0.857
C  -1.20832  4.69844  2.06700  -0.810
S  0.25667  5.48688  2.79043  -0.093
H  1.18468  4.55537  0.77138  0.022
H  1.94991  6.06050  1.23975  0.504
H  2.85277  4.47071  3.30600  0.462
H  3.71674  4.74980  1.82012  0.462
H  2.86594  1.94299  4.16577  0.591
H  2.23771  0.69673  3.10118  0.156
H  0.78378  3.27665  3.95088  0.588
H  0.40189  1.64885  4.54827  0.652
H  -1.72670  3.39333  3.74065  0.483
H  -2.51412  2.96919  2.20391  0.591
H  -2.04342  5.36911  2.27604  0.470
H  -1.11159  4.65019  0.98209  0.342
Br  -5.40180  0.64360  -4.73844  -0.066
C  -4.04349  -0.02505  -3.64730  -0.253
C  -4.17001  -1.26111  -3.03540  -0.826
C  -3.14451  -1.69486  -2.21790  -0.661
N  -2.02675  -0.98387  -2.01309  0.841
C  -1.90354  0.21168  -2.62287  1.057
C  -2.89240  0.72568  -3.43587  -0.899
C  -0.63114  0.92511  -2.35630  0.348
C  -0.17429  1.96269  -3.14558  -1.108
C  1.05155  2.54262  -2.84258  -0.548
Br  1.70768  3.94093  -3.89405  -0.081
C  1.78367  2.07098  -1.76376  -0.858
C  1.25722  1.02197  -1.03949  -0.456
N  0.08406  0.45227  -1.32156  1.203
H  -5.04880  -1.87292  -3.17719  0.484
H  -3.20704  -2.63920  -1.69701  0.560
H  -2.79265  1.69788  -3.89502  0.580
H  -0.73860  2.30830  -3.99871  0.561
H  2.74379  2.48919  -1.50003  0.624
H  1.80358  0.61428  -0.19825  0.482
F  -4.22511  -0.62488  2.98024  -0.255
C  -3.09448  -1.10349  2.51428  0.664
C  -2.71424  -2.42427  2.67169  -1.126
F  -1.90965  -2.79503  0.03359  -0.694
C  -1.51279  -1.85222  3.05547  0.145
F  -0.88664  -2.20626  4.15541  -0.308
C  -0.85357  -0.72508  2.26776  1.259
O  0.17030  -0.87345  1.40756  -0.679
C  -1.27783  0.62012  2.85198  0.046
F  -1.68226  0.74004  4.13670  -0.411
C  -2.17366  -0.09722  1.87666  0.424
F  -2.37524  0.39443  0.62881  -0.395

The total charge is +2. For the energy above the lowest of the compared OMol25 structures with the same formula, charge and spin, the calculation gives 14.3 kcal per mole. The calculation puts the LUMO energy at -6.23 eV. For the calculated total energy, the calculation gives -226594.855 eV.

---

Density functional theory data (the ωB97M-V functional and the def2-TZVPD basis) for a molecular structure, C31H30CsN7O.

Last column: Mulliken charge in e.
Element x y z (Å)
Cs  2.14241  0.66405  0.44786  1.470
C  0.44115  3.08093  -1.51380  0.611
N  0.45709  4.33048  -0.77300  0.506
C  1.70341  4.80402  -0.17747  -1.371
C  2.26191  4.19145  1.10652  0.896
C  1.64631  4.37875  2.34252  -0.525
C  2.17485  3.76951  3.46547  -0.680
C  3.34375  3.03330  3.34094  0.012
C  3.94304  2.98391  2.09720  -0.690
N  3.41530  3.52781  0.99684  -0.404
C  -0.76596  4.59797  -0.05716  -1.529
C  -1.12304  3.71237  1.12688  0.850
C  -2.02134  4.18533  2.07906  -0.920
C  -2.29624  3.40704  3.18969  -0.411
C  -1.66313  2.18121  3.31837  -0.808
C  -0.80364  1.77402  2.30994  -0.041
N  -0.54462  2.51867  1.23195  0.183
C  1.43521  2.96738  -2.63905  -0.024
C  1.86313  4.07223  -3.36716  -0.810
C  2.73746  3.88055  -4.42182  -0.449
C  3.15425  2.59310  -4.72174  -0.620
C  2.67047  1.55335  -3.94484  -0.160
N  1.83424  1.72382  -2.92319  -0.244
H  -0.55677  2.99591  -1.96124  0.402
H  0.53417  2.20782  -0.87567  -0.581
H  1.56463  5.87616  0.00162  0.381
H  2.49464  4.70389  -0.92030  0.452
H  0.74590  4.97503  2.41739  0.518
H  1.67930  3.86068  4.42324  0.435
H  3.78046  2.51373  4.18095  0.398
H  4.88448  2.46136  1.96272  0.398
H  -1.59277  4.54261  -0.77633  0.399
H  -0.73571  5.63343  0.29654  0.416
H  -2.47412  5.16200  1.95594  0.424
H  -2.97867  3.76043  3.95256  0.407
H  -1.82100  1.54771  4.18009  0.437
H  -0.25317  0.83969  2.39746  0.093
H  1.50115  5.05555  -3.09790  0.451
H  3.08829  4.72293  -5.00439  0.421
H  3.83762  2.39470  -5.53573  0.372
H  2.97159  0.53127  -4.14888  0.410
N  -2.30713  -6.06849  -0.11795  -0.001
C  -3.02463  -7.11235  -0.65611  0.679
C  -3.60385  -8.24706  -0.09835  -1.017
C  -4.26378  -9.09457  -0.96639  -0.409
C  -4.34493  -8.82162  -2.34137  -0.493
C  -3.76694  -7.69448  -2.88829  -0.717
C  -3.09319  -6.82675  -2.02888  0.620
N  -2.43187  -5.64609  -2.30220  -0.667
C  -1.97750  -5.22884  -1.15235  0.204
C  -1.19838  -4.00151  -0.96554  0.807
C  -0.72485  -3.31318  -2.07959  -0.625
C  0.02055  -2.16539  -1.88285  -0.537
N  0.31634  -1.67798  -0.67739  -0.170
C  -0.15505  -2.32558  0.38371  -0.384
C  -0.90940  -3.48446  0.29208  -0.713
H  -2.02105  -5.97259  0.83935  0.180
H  -3.54369  -8.46017  0.96097  0.379
H  -4.73055  -9.99052  -0.57898  0.375
H  -4.87447  -9.51501  -2.98138  0.373
H  -3.82703  -7.47905  -3.94650  0.431
H  -0.94091  -3.68241  -3.07183  0.467
H  0.40140  -1.60496  -2.72944  0.475
H  0.08696  -1.89822  1.35304  0.387
H  -1.26606  -3.94872  1.20215  0.296
C  1.89967  -0.69402  4.10043  -0.965
O  1.92265  -0.05428  2.88910  -0.723
H  1.63916  -1.77152  4.02619  0.227
H  1.16897  -0.26858  4.82405  0.229
H  2.87354  -0.66774  4.63223  0.217

The total charge is 0. For the energy above the lowest of the compared OMol25 structures with the same formula, charge and spin, the calculation gives 0.0 kcal per mole. The calculation puts the LUMO energy at 0.04 eV. For the calculated total energy, the calculation gives -45660.048 eV.

---

Density functional theory data (the ωB97M-V functional and the def2-TZVPD basis) for C31H30FN7O3 in the gas phase at a distorted geometry.

Last column: natural (NBO) charge in e.
Element x y z (Å)
C  -8.55131  -0.13630  -1.09503  -0.628
C  -7.18932  -0.49671  -0.58657  -0.006
C  -6.30190  -1.21396  -1.38250  -0.237
C  -5.05376  -1.56735  -0.91179  -0.121
C  -4.66917  -1.20580  0.37688  -0.117
C  -3.35345  -1.54504  0.86778  0.268
N  -2.88946  -1.22848  2.09698  -0.262
N  -1.68116  -1.65186  2.15931  -0.028
N  -1.40393  -2.20916  1.00659  -0.006
C  -0.14001  -2.77563  0.66965  -0.317
C  1.03483  -1.78881  0.60488  0.704
O  2.14568  -2.15753  0.93324  -0.630
N  0.79822  -0.53679  0.17409  -0.475
C  -0.42660  -0.05950  -0.35262  0.142
C  -0.87460  -0.46124  -1.60427  -0.215
C  -2.06198  0.03573  -2.11015  -0.221
C  -2.81005  0.94110  -1.37624  -0.192
C  -2.36961  1.36548  -0.13477  -0.277
C  -1.18038  0.86761  0.36313  0.387
F  -0.74991  1.27337  1.56941  -0.314
C  1.99658  0.29727  0.00060  -0.096
C  2.87225  -0.38237  -1.06844  0.709
O  2.38201  -0.96813  -2.01400  -0.666
N  4.18756  -0.18839  -0.89992  -0.613
C  5.18679  -0.78338  -1.75271  -0.238
C  6.01591  -1.80965  -0.97084  0.092
C  5.18426  -2.99244  -0.43027  -0.443
C  5.34235  -2.89712  1.09027  -0.436
C  6.60945  -2.05534  1.23300  -0.064
O  6.58184  -1.14601  0.15259  -0.544
C  1.66770  1.67702  -0.45860  -0.176
C  1.35112  2.05498  -1.73415  0.015
N  1.09125  3.39313  -1.77020  -0.512
C  1.23316  3.91176  -0.51355  0.108
C  1.07136  5.21102  -0.04971  -0.227
C  1.27951  5.43755  1.29341  -0.217
C  1.63864  4.39998  2.15864  -0.234
C  1.80230  3.11107  1.70586  -0.197
C  1.60001  2.85323  0.35050  -0.017
N  -2.41748  -2.17918  0.16687  -0.259
C  -5.55010  -0.48840  1.18194  -0.174
C  -6.79556  -0.14082  0.69934  -0.207
H  -8.54660  -0.02504  -2.17691  0.216
H  -9.26134  -0.92426  -0.84118  0.223
H  -8.90263  0.78887  -0.64400  0.217
H  -6.59650  -1.49684  -2.38327  0.209
H  -4.36233  -2.12119  -1.52770  0.220
H  0.13534  -3.53162  1.41118  0.253
H  -0.24436  -3.25013  -0.30989  0.259
H  -0.26865  -1.15428  -2.16753  0.244
H  -2.40649  -0.28819  -3.07971  0.217
H  -3.74356  1.31676  -1.76561  0.223
H  -2.93496  2.06560  0.45902  0.238
H  2.52069  0.32605  0.96153  0.227
H  4.54347  0.18445  -0.03273  0.410
H  4.67492  -1.26370  -2.58788  0.235
H  5.85065  0.00212  -2.12721  0.201
H  6.82582  -2.17218  -1.62317  0.172
H  4.13899  -2.90424  -0.71720  0.235
H  5.57379  -3.93465  -0.81334  0.209
H  5.44137  -3.86988  1.56509  0.213
H  4.48321  -2.38293  1.51758  0.231
H  6.65551  -1.47278  2.15395  0.190
H  7.50612  -2.68990  1.16487  0.156
H  1.29438  1.45109  -2.61885  0.232
H  0.83630  3.91393  -2.59170  0.415
H  0.79076  6.01068  -0.71941  0.211
H  1.16074  6.43511  1.68940  0.212
H  1.78611  4.62119  3.20509  0.212
H  2.06695  2.31526  2.38492  0.213
H  -5.23940  -0.21219  2.17755  0.235
H  -7.47628  0.41631  1.32717  0.210

The total charge is 0. The calculation puts the LUMO energy at 0.69 eV. For the calculated total energy, the calculation gives -51925.544 eV.